ORCA calculation (wB97M-V/def2-TZVPD) on a cluster of 2 separate species, C2H6N2O in total.

The geometry in XYZ format:
```
11
Properties=species:S:1:pos:R:3:forces:R:3
C -4.48860 1.40746 -0.13258 2.899 -0.568 0.818
N -3.68165 1.32388 -1.10886 2.219 -0.190 6.770
H -3.99255 1.35285 0.97014 -1.504 0.096 -2.555
H -5.54094 1.46114 -0.26054 -1.142 0.282 0.251
H -3.91902 1.41475 -1.99007 -2.472 0.379 -5.283
C 3.98492 -0.58239 0.41365 0.818 -1.043 -1.782
N 3.10018 -1.65543 0.47838 4.094 0.328 -5.668
O 4.99188 -0.59907 -0.31877 -2.429 0.278 1.891
H 3.58594 0.30438 0.92896 0.525 -0.023 0.238
H 3.35918 -2.44816 -0.15948 -0.071 1.294 0.865
H 2.60065 -1.97941 1.17916 -2.937 -0.833 4.454
```
Forces are in eV/Å.

Calculated values
HOMO energy ... -9.8 eV
Energy relative to the best compared isomer or geometry (same formula, charge and spin) ... 61.8 kcal per mole
SMILES string ... NC=O.C=N
Charge ... 0

These are the Mulliken partial charges, in e, on atoms 1 to 8:
1 C -0.23
2 N -0.45
3 H 0.20
4 H 0.26
5 H 0.22
6 C 0.14
7 N -0.35
8 O -0.53